(1)
A single C6H8N2 molecule. Source: the OMol25 dataset; level of theory: ωB97M-V/def2-TZVPD.

Geometry as ORCA input:
```
! wB97M-V def2-TZVPD RIJCOSX def2/J DEFGRID3
* xyz 0 1
N -0.298 -0.912 0.024
N 1.545 -2.744 0.291
C -0.959 1.523 -0.227
C -1.623 -1.494 0.124
C 0.056 0.424 -0.082
C 1.344 0.698 -0.065
C 2.559 1.159 0.007
C 0.797 -1.858 0.214
H 3.407 0.486 0.060
H -0.723 2.135 -1.104
H -1.765 -1.961 1.105
H 2.747 2.227 -0.008
H -1.985 1.178 -0.346
H -0.929 2.173 0.655
H -1.746 -2.267 -0.642
H -2.426 -0.768 -0.007
*
```

* SMILES string: C=C=C(C)N(C)C#N


(2)
A single C6H8N2 molecule. Source: the OMol25 dataset; level of theory: ωB97M-V/def2-TZVPD.

Geometry as ORCA input:
```
! wB97M-V def2-TZVPD RIJCOSX def2/J DEFGRID3
* xyz 0 1
N -3.233 -0.602 -0.517
N 0.769 -2.065 -0.088
C -0.111 1.315 0.186
C 1.139 0.699 -0.628
C 0.584 -0.749 -0.710
C -1.002 0.008 0.705
C 0.239 -0.935 0.793
C -2.072 -0.417 -0.196
H -0.651 1.985 -0.574
H 1.388 1.280 -1.559
H 0.948 -0.466 1.542
H 1.630 -2.352 0.181
H 0.253 2.039 0.867
H 2.013 0.924 -0.132
H -1.695 0.263 1.690
H -0.199 -0.926 -1.559
*
```

* SMILES string: N#C[C@@H]1CC[C@H]2N[C@H]12


Which structure is the most stable? The one labeled (1).


(1)
A single C3H5NO molecule. Source: the OMol25 dataset; level of theory: ωB97M-V/def2-TZVPD.

Geometry as ORCA input:
```
! wB97M-V def2-TZVPD RIJCOSX def2/J DEFGRID3
* xyz 0 1
O 2.202 0.309 0.207
N 0.393 -0.910 -0.591
C -0.926 -0.392 0.035
C 1.046 0.170 -0.084
C -0.227 0.969 0.226
H -0.488 1.766 -0.475
H -1.390 -0.655 -0.886
H -0.165 1.386 1.238
H 0.816 -1.833 -0.674
H -1.261 -0.812 1.004
*
```

* SMILES string: O=C1CCN1


(2)
A single C3H5NO molecule. Source: the OMol25 dataset; level of theory: ωB97M-V/def2-TZVPD.

Geometry as ORCA input:
```
! wB97M-V def2-TZVPD RIJCOSX def2/J DEFGRID3
* xyz 0 1
O -0.914 2.082 0.105
N 0.023 0.317 -1.107
C -0.586 0.935 -0.048
C 0.563 -0.761 -0.252
C -0.384 -0.263 0.878
H 0.383 -1.701 -0.755
H 1.602 -0.697 0.123
H 0.446 0.872 -1.851
H -1.259 -0.876 1.125
H 0.127 0.092 1.783
*
```

* SMILES string: O=C1CCN1


Which structure is the most stable? The one labeled (2).


(1)
A single C3H5NO molecule. Source: the OMol25 dataset; level of theory: ωB97M-V/def2-TZVPD.

Geometry as ORCA input:
```
! wB97M-V def2-TZVPD RIJCOSX def2/J DEFGRID3
* xyz 0 1
O 1.919 0.711 0.139
N 0.186 -0.970 -0.401
C -1.116 -1.176 -0.122
C 0.483 1.409 0.376
C 0.767 0.213 -0.326
H -1.597 -0.445 0.516
H 0.741 -1.720 -0.798
H 0.372 1.446 1.455
H -1.674 -1.858 -0.743
H 0.173 2.309 -0.170
*
```


(2)
A single C3H5NO molecule. Source: the OMol25 dataset; level of theory: ωB97M-V/def2-TZVPD.

Geometry as ORCA input:
```
! wB97M-V def2-TZVPD RIJCOSX def2/J DEFGRID3
* xyz 0 1
O -0.463 0.629 -1.099
N 0.828 -0.574 1.926
C -0.336 -0.603 1.051
C 0.239 0.506 1.793
C -0.192 -0.611 -0.512
H -1.079 -1.105 -0.735
H -1.136 -1.229 1.409
H 0.191 1.564 1.902
H 0.360 0.968 -1.363
H 0.740 -0.995 -0.845
*
```

* SMILES string: OC[C@@H]1C=N1


Which structure is the most stable? The one labeled (2).


(1)
A single C3H5NO molecule. Source: the OMol25 dataset; level of theory: ωB97M-V/def2-TZVPD.

Geometry as ORCA input:
```
! wB97M-V def2-TZVPD RIJCOSX def2/J DEFGRID3
* xyz 0 1
O 2.752 -0.324 -0.581
N -1.465 -0.557 0.301
C -0.564 0.354 -0.142
C 0.712 0.566 0.447
C 1.579 -0.158 -0.370
H -2.451 -0.450 0.102
H -1.053 1.196 -0.633
H -1.122 -1.345 0.832
H 0.982 1.307 1.187
H 0.630 -0.589 -1.143
*
```

* SMILES string: N/C=C/C=O


(2)
A single C3H5NO molecule. Source: the OMol25 dataset; level of theory: ωB97M-V/def2-TZVPD.

Geometry as ORCA input:
```
! wB97M-V def2-TZVPD RIJCOSX def2/J DEFGRID3
* xyz 0 1
O 1.044 0.132 0.400
N -1.220 -0.175 0.203
C -1.085 1.015 -0.290
C 0.248 -0.969 0.388
C 0.446 1.080 -0.475
H 0.446 -1.582 1.299
H 0.672 0.827 -1.524
H 0.336 -1.595 -0.520
H 0.878 2.052 -0.237
H -1.766 -0.785 0.754
*
```


(3)
A single C3H5NO molecule. Source: the OMol25 dataset; level of theory: ωB97M-V/def2-TZVPD.

Geometry as ORCA input:
```
! wB97M-V def2-TZVPD RIJCOSX def2/J DEFGRID3
* xyz 0 1
O -2.353 0.686 0.731
N -0.206 1.375 0.151
C 0.571 1.576 -0.843
C -0.804 -1.039 0.018
C -1.266 0.402 0.222
H 0.182 1.271 -1.789
H -0.262 -1.312 0.834
H -0.048 -1.121 -0.809
H -1.606 -1.715 -0.209
H 1.474 2.225 -0.744
*
```

* SMILES string: C=NC(C)=O


(4)
A single C3H5NO molecule. Source: the OMol25 dataset; level of theory: ωB97M-V/def2-TZVPD.

Geometry as ORCA input:
```
! wB97M-V def2-TZVPD RIJCOSX def2/J DEFGRID3
* xyz 0 1
O -1.840 -0.443 -1.238
N -1.490 -0.591 0.018
C 0.475 0.329 1.274
C 0.171 -0.118 -1.308
C -0.267 -0.101 0.054
H 0.855 0.622 -1.720
H 1.400 -0.233 1.422
H -0.156 0.193 2.151
H 0.113 -1.048 -1.860
H 0.738 1.389 1.206
*
```

* SMILES string: C=C(C)N=O


Which structure is the most stable? The one labeled (3).